Entry 1:
8
Properties=species:S:1:pos:R:3:mulliken_charge:R:1 method="wB97M-V/def2-TZVPD" homo_energy_ha=-0.3689 multiplicity=1 smiles="C=N.O" de_lowest_kcal_mol=27.3
H 1.34 -1.73 0.07 0.2977
C 1.19 -0.94 0.67 -0.2457
O -1.23 1.01 -1.36 -0.6698
N 0.20 -0.21 0.84 -0.4709
H -1.46 0.11 -1.68 0.3130
H -0.75 1.04 -0.54 0.3782
H 2.03 -0.80 1.47 0.1658
H 0.13 0.38 1.67 0.2316

***

Entry 2:
82
Properties=species:S:1:pos:R:3:lowdin_spin:R:1 method="wB97M-V/def2-TZVPD" total_charge=+1 homo_energy_ha="-0.3374 / -0.3364" multiplicity=2 de_lowest_kcal_mol=50.2
C 6.15 0.44 0.37 0.0000
C -1.46 3.73 -2.26 -0.0010
N 7.25 1.65 -1.43 0.0000
H -2.37 0.03 4.17 0.0000
C 2.63 1.27 0.01 0.0002
H -1.48 2.75 0.97 0.0003
N -3.49 -0.36 2.42 -0.0004
Cl -6.86 -2.29 0.65 -0.0189
H 3.74 -3.02 -2.74 0.0000
H -0.81 4.68 -0.43 0.0004
H 8.30 0.66 0.11 0.0000
C 3.25 -4.86 -1.59 0.0000
N 2.23 -2.85 -0.44 0.0019
C -1.62 2.72 -0.10 0.0024
H -2.19 2.47 -3.85 -0.0003
H -4.54 2.84 -0.71 -0.0001
N -2.18 1.63 -0.60 0.0290
C -1.24 3.80 -0.88 0.0029
H 4.48 -1.45 -0.73 0.0001
C -4.80 2.58 0.31 -0.0001
C -2.22 -0.14 3.10 -0.0003
H 6.53 1.38 -2.12 0.0000
C 3.36 -3.70 -0.65 0.0001
H -4.00 -1.70 3.98 -0.0002
C -0.06 -1.28 0.20 0.0053
O -1.02 -0.57 0.60 0.0454
H -6.14 -0.09 1.75 0.0000
C 6.70 2.83 -0.71 0.0000
H -6.69 -0.02 -0.42 0.0005
C 3.77 0.52 -0.25 0.0001
C -1.53 -3.30 0.10 0.0005
H 7.29 2.98 0.19 0.0000
C 2.38 -1.49 -0.30 0.0005
C -0.12 -2.70 0.01 0.0000
H -5.84 1.01 -1.57 0.0000
Ru -3.23 -0.65 -0.04 1.0517
C -4.40 0.74 2.74 -0.0002
H -3.95 2.83 0.95 -0.0001
H -3.82 1.67 2.70 0.0000
O -1.76 -4.21 0.87 -0.0005
H 3.73 -5.78 -1.33 0.0000
C 7.42 0.51 -0.50 0.0000
C -4.03 -1.65 2.88 -0.0027
C 4.10 -3.68 -1.96 0.0001
C -5.58 0.85 1.77 0.0000
H 6.77 3.72 -1.33 0.0000
C 1.25 -0.70 0.00 0.0022
H 5.90 -0.59 0.60 0.0000
C 0.99 -3.41 -0.28 0.0021
C -2.01 2.59 -2.79 0.0001
H 6.31 0.96 1.32 0.0000
H -5.66 3.20 0.61 -0.0003
C 3.62 -0.86 -0.44 0.0003
Si -5.00 -2.46 -0.43 -0.0484
H -6.25 1.64 2.14 -0.0003
H -3.41 -2.46 2.49 -0.0008
H 0.94 -4.48 -0.39 0.0001
H -5.05 -1.79 2.56 -0.0005
C 1.39 0.69 0.12 0.0001
C 5.23 2.51 -0.38 0.0000
H 8.12 1.87 -1.92 0.0000
H 5.18 -3.79 -1.94 0.0000
H 7.54 -0.40 -1.09 0.0000
Cl -5.62 -2.24 -2.40 -0.0097
S -3.08 0.08 -2.48 -0.0351
C -2.36 1.55 -1.92 -0.0038
H 0.52 1.29 0.33 0.0000
H 2.33 -4.98 -2.14 0.0000
O -2.32 -2.70 -0.69 -0.0046
H -7.02 1.71 -0.44 -0.0003
H -1.70 0.72 2.66 -0.0001
F 2.69 2.62 0.18 0.0000
Cl -4.74 -4.47 -0.17 -0.0139
C -6.24 0.95 -0.56 0.0020
H -1.19 4.56 -2.90 -0.0001
N -5.15 1.17 0.40 -0.0053
H -4.80 0.63 3.76 -0.0001
N 5.08 1.06 -0.39 0.0000
H 3.95 -3.84 0.25 0.0001
H -1.58 -1.02 2.98 -0.0001
H 4.57 2.93 -1.14 0.0000
H 4.97 2.96 0.58 0.0000

***

Entry 3:
25
Properties=species:S:1:pos:R:3:mulliken_charge:R:1 method="wB97M-V/def2-TZVPD" total_charge=+1 homo_energy_ha=-0.4686 multiplicity=1 de_lowest_kcal_mol=70.1
H -2.59 -1.02 -1.69 0.3436
C 2.64 -1.38 0.95 -1.3209
H -1.12 -1.38 -2.61 0.3490
H 3.22 -0.47 0.81 0.3185
C -1.37 -0.41 0.65 -0.5952
C 0.65 -0.61 -0.54 0.3513
H 0.52 3.31 -0.98 0.3476
H 2.85 -1.79 1.93 0.3813
C 1.19 -1.05 0.80 0.1710
H -2.29 -0.82 1.04 0.5367
H -1.93 1.56 1.03 0.2779
N 0.71 0.81 -0.64 -0.5628
C -0.14 3.00 -0.18 -1.3269
H 0.25 -1.23 2.81 0.4518
N -0.82 -1.08 -0.54 -0.2363
H -1.13 3.42 -0.33 0.3981
H -0.83 -2.09 -0.38 0.3376
C 0.28 -1.06 1.76 -0.5563
N -1.30 0.97 0.51 -0.1025
H -1.42 0.27 -2.05 0.3331
C -0.19 1.52 -0.11 0.6310
H 1.16 -1.04 -1.40 0.6426
H 0.25 3.40 0.76 0.3141
C -1.53 -0.78 -1.80 -0.8158
H 2.94 -2.08 0.18 0.3317

***

Entry 4:
17
Properties=species:S:1:pos:R:3:mulliken_charge:R:1 method="wB97M-V/def2-TZVPD" homo_energy_ha=-0.3317 multiplicity=1 smiles="S=[Si](S)c1ccccc1.Br" de_lowest_kcal_mol=32.0
C -0.72 0.29 -0.86 -0.1638
S 1.30 2.95 -1.49 -0.3239
H 0.49 -0.10 2.31 0.3240
C -1.10 -1.14 1.46 -0.5880
C -1.82 -0.52 -0.73 -0.4642
C -2.03 -1.22 0.44 -0.3489
H -2.44 -0.53 -1.60 0.3832
Br 2.69 -2.38 -1.19 -0.2121
C 0.19 0.43 0.18 0.6270
S 2.90 2.03 1.65 -0.4179
H -1.31 -1.56 2.44 0.3576
H -0.68 1.01 -1.79 0.1418
H -2.98 -1.67 0.53 0.3785
H 0.13 3.37 -1.03 0.1583
Si 1.57 1.70 0.22 0.4228
C -0.09 -0.21 1.40 -0.4809
H 3.90 -2.45 -1.93 0.2066

***

Entry 5:
29
Properties=species:S:1:pos:R:3:mulliken_charge:R:1 method="wB97M-V/def2-TZVPD" total_charge=+4 homo_energy_ha=-0.9486 multiplicity=1
H 1.49 -2.46 -3.49 0.3774
C 3.22 3.09 -0.10 0.3845
C -1.14 2.32 1.71 -0.0546
W -0.26 0.64 0.00 2.3717
O 3.72 4.01 -0.47 0.1600
O 3.47 1.31 1.35 -0.1952
C -0.46 0.12 2.58 -0.1876
C -1.58 -0.45 1.98 -0.2687
H 0.82 -3.96 -3.51 0.4067
H -2.99 2.37 0.58 0.4663
O 1.53 1.38 0.19 -0.9227
H 0.67 1.94 2.85 0.6953
H -0.95 -2.42 -3.07 0.4197
H -0.95 3.39 1.61 0.4819
H -1.77 -1.51 2.06 0.5091
O -1.19 -1.08 -0.74 -0.3846
C 2.71 1.76 0.59 0.5558
C -0.22 1.50 2.42 -0.6245
O -0.81 1.63 -1.20 -0.4711
H -0.70 -3.50 -1.71 0.4373
N 1.04 -3.16 -2.89 -0.2617
C -0.24 -2.68 -2.27 -0.7080
C -0.14 -1.49 -1.36 0.7756
C -2.48 0.37 1.22 -0.3043
H 0.24 -0.49 3.16 0.4701
H 1.73 -3.50 -2.21 0.3827
O 0.87 -0.77 -1.11 -0.5155
H -3.32 -0.10 0.72 0.4854
C -2.29 1.75 1.14 -0.4806

***

Entry 6:
9
Properties=species:S:1:pos:R:3:mulliken_charge:R:1 method="wB97M-V/def2-TZVPD" homo_energy_ha=-0.3878 multiplicity=1 smiles="O=[SiH2].[SiH4]" de_lowest_kcal_mol=72.1
H 2.27 -0.01 -2.10 -0.0558
Si -1.48 -0.49 0.69 0.4075
H -1.53 -1.46 1.82 -0.1124
H -1.51 -1.08 -0.69 -0.0957
H -0.46 0.52 0.81 -0.0788
O 0.71 1.41 -0.63 -0.3996
Si 1.98 0.61 -0.85 0.4919
H -2.85 0.00 0.60 -0.1144
H 2.87 0.52 0.34 -0.0425

***

Entry 7:
11
Properties=species:S:1:pos:R:3:lowdin_spin:R:1 method="wB97M-V/def2-TZVPD" total_charge=+1 homo_energy_ha="-0.4489 / -0.4495" multiplicity=6
H -0.21 -0.39 0.63 0.0017
C -2.09 0.20 -0.04 0.0241
H -0.69 1.51 0.30 0.0020
H 2.78 1.24 0.22 0.0000
C 2.17 0.54 -0.37 0.0004
O -3.25 -0.02 0.00 0.0731
O 1.87 -1.08 0.72 0.0001
Cr -5.24 -0.10 -0.29 4.8839
H 2.99 -1.51 -1.00 0.0000
C 2.50 -0.80 -0.33 0.0001
C -0.82 0.40 0.19 0.0146

***

In the order shown, the computed F_max values come out to 0.1321, 0.0445, 0.0906, 0.0576, 0.0101, 0.0307, 0.0450 hartree/bohr.